Molecular formula: C25H43Cl5N3O6SiZn
Method: DFT, ωB97M-V/def2-TZVPD

Structure (ORCA input):
```
! wB97M-V def2-TZVPD RIJCOSX def2/J DEFGRID3
* xyz -1 1
C -1.642 -0.449 -3.553
C -1.008 -1.644 -2.931
H -1.423 -0.419 -4.624
H -1.294 0.475 -3.073
H -2.738 -0.472 -3.443
C -0.516 -2.698 -3.615
C -0.417 -2.795 -5.102
H -0.188 -3.591 -3.077
H -0.505 -1.822 -5.599
H -1.182 -3.473 -5.510
H 0.560 -3.226 -5.358
Zn 0.461 1.175 0.107
Cl -1.145 2.142 -1.060
C 0.609 -2.074 2.196
O 1.665 -1.458 2.012
N 0.432 -3.038 3.132
C 1.585 -3.589 3.813
C -0.843 -3.699 3.359
H -0.303 -1.887 1.589
H 2.403 -2.869 3.756
H 1.898 -4.542 3.361
H 1.310 -3.793 4.852
H -1.677 -3.053 3.061
H -0.929 -3.930 4.429
H -0.903 -4.645 2.799
H 0.731 2.755 5.534
H -1.177 3.843 5.199
C 1.123 2.767 4.513
C -0.963 4.093 4.157
N 0.039 3.175 3.632
H 1.469 1.772 4.224
C 0.110 2.964 2.316
O 1.085 2.441 1.722
H -1.874 4.003 3.558
H -0.800 3.273 1.770
H 1.955 3.482 4.470
H -0.601 5.131 4.110
H 1.541 -0.071 -3.146
H 2.452 -2.632 -2.515
C 2.573 0.160 -2.841
C 3.338 -2.090 -2.146
N 3.000 -0.727 -1.764
H 2.627 1.195 -2.490
C 2.853 -0.351 -0.492
O 2.410 0.774 -0.158
H 3.756 -2.615 -1.278
H 3.137 -1.099 0.276
H 3.240 0.001 -3.692
H 4.078 -2.060 -2.955
O 0.221 -0.831 -1.077
C -0.816 -1.593 -1.405
C 0.392 -3.649 -0.519
C -0.806 -2.976 -0.731
H 1.319 -3.109 -0.718
C 0.377 -4.965 -0.055
H -1.726 -1.091 -1.029
C -2.007 -3.526 -0.299
H 1.313 -5.503 0.065
C -0.849 -5.571 0.229
C -2.041 -4.850 0.138
H -2.898 -2.897 -0.324
H -0.894 -6.618 0.537
H -3.008 -5.295 0.398
Si -0.133 5.058 -2.017
Cl -0.141 3.559 -3.535
C 1.686 5.121 -1.587
C -1.529 5.087 -0.738
C -0.497 6.731 -2.855
H 2.087 4.141 -1.297
H 1.892 5.847 -0.787
H 2.211 5.459 -2.499
H 0.231 6.922 -3.652
H -0.439 7.548 -2.123
H -1.508 6.724 -3.277
H -1.480 4.301 0.029
H -2.482 4.975 -1.276
H -1.538 6.060 -0.221
Cl -3.539 1.645 2.941
C -2.759 0.037 2.956
Cl -1.589 -0.045 4.282
Cl -3.960 -1.234 3.154
C -1.987 -0.083 1.541
O -2.521 -0.752 0.649
O -0.895 0.565 1.575
*
```

Output
Relative energy (zero: lowest compared OMol25 entry of this formula, charge and spin) = 0.00 kcal per mole
Kohn-Sham gap = 0.23158 Ha
E = -5964.12124 hartree
HOMO level = -4.003 eV


Molecular formula: C25H43CoF3P2
Method: DFT, ωB97M-V/def2-TZVPD

Structure (ORCA input):
```
! wB97M-V def2-TZVPD RIJCOSX def2/J DEFGRID3
* xyz 1 5
Co -1.031 1.964 1.148
C 0.699 -0.158 4.593
C 1.773 0.466 3.904
C -0.082 1.798 3.677
C -0.450 0.645 4.437
C 1.296 1.665 3.338
C 0.822 -1.367 5.433
H 1.432 -2.138 4.948
H -0.163 -1.777 5.668
H 1.320 -1.130 6.383
C -1.766 0.422 5.043
H -1.932 -0.647 5.191
H -2.555 0.823 4.401
H -1.874 0.887 6.033
C -0.809 3.091 3.642
H -0.308 3.826 4.297
H -1.820 2.957 4.029
H -0.884 3.539 2.625
C 2.116 2.657 2.631
H 2.829 3.154 3.303
H 1.513 3.442 2.163
H 2.709 2.159 1.856
C 3.178 0.023 3.918
H 3.797 0.734 4.484
H 3.597 -0.058 2.908
H 3.263 -0.947 4.414
C -0.508 -2.562 1.530
C 0.534 -2.654 2.365
C 1.966 -2.954 2.018
C 2.380 -2.426 0.629
C 2.216 -0.947 0.535
C 1.105 -0.295 0.150
C -0.188 -0.864 -0.335
C -0.540 -2.331 0.041
H 2.116 -4.048 2.040
H 1.792 -2.950 -0.131
H 2.626 -2.515 2.784
H 0.024 -3.048 -0.573
H -1.526 -2.524 1.949
H 0.323 -2.653 3.439
H -1.608 -2.459 -0.229
H -1.027 -0.248 0.074
H 1.085 0.814 0.201
H -0.279 -0.754 -1.441
H 3.444 -2.684 0.481
H 3.087 -0.389 0.901
P -0.907 -0.725 -3.935
P -0.834 1.965 -5.226
C -1.043 -0.771 -5.815
C -1.483 0.599 -6.344
H -1.766 -1.552 -6.098
H -0.058 -1.064 -6.218
H -1.113 0.764 -7.370
H -2.582 0.684 -6.351
C -1.542 3.353 -6.210
H -1.143 4.293 -5.814
H -2.629 3.359 -6.086
H -1.290 3.258 -7.273
C 0.840 2.004 -6.013
H 0.744 1.952 -7.105
H 1.448 1.170 -5.651
H 1.329 2.942 -5.728
C -2.444 -1.682 -3.590
H -2.487 -1.918 -2.520
H -2.450 -2.607 -4.179
H -3.315 -1.070 -3.851
C 0.320 -2.094 -3.794
H 1.285 -1.734 -4.171
H -0.006 -2.956 -4.390
H 0.439 -2.382 -2.744
F -3.334 1.950 2.654
C -2.863 1.730 1.356
F -3.222 0.430 1.034
F -3.589 2.569 0.534
*
```

Output
⟨S²⟩ = 6.038
Relative energy (zero: lowest compared OMol25 entry of this formula, charge and spin) = 58.20 kcal per mole
Kohn-Sham gap (alpha / beta) = 0.24844 / 0.08550 Ha
E = -3342.98293 hartree
HOMO level (alpha / beta) = -9.199 / -9.264 eV


Molecular formula: C25H43F3P2Ti
Method: DFT, ωB97M-V/def2-TZVPD

Structure (ORCA input):
```
! wB97M-V def2-TZVPD RIJCOSX def2/J DEFGRID3
* xyz 2 1
Ti -0.183 1.218 1.938
C 1.816 1.487 2.949
C 1.797 2.372 1.806
C 0.083 3.027 3.259
C 0.757 1.894 3.849
C 0.737 3.330 2.008
C 2.799 0.404 3.215
H 3.340 0.119 2.307
H 2.311 -0.491 3.630
H 3.543 0.725 3.961
C 0.488 1.307 5.187
H 0.916 0.302 5.287
H -0.589 1.239 5.394
H 0.928 1.941 5.973
C -1.024 3.818 3.858
H -0.647 4.489 4.645
H -1.777 3.163 4.317
H -1.535 4.433 3.106
C 0.468 4.530 1.169
H 0.947 5.420 1.608
H -0.605 4.754 1.103
H 0.866 4.416 0.155
C 2.800 2.427 0.709
H 3.578 3.176 0.925
H 2.338 2.715 -0.243
H 3.301 1.464 0.571
C -0.072 -4.523 -2.801
C 1.233 -4.253 -2.895
C 1.991 -3.790 -4.108
C 1.170 -3.063 -5.198
C 0.402 -1.856 -4.723
C -0.816 -1.819 -4.183
C -1.761 -2.965 -3.956
C -1.122 -4.371 -3.869
H 2.489 -4.655 -4.584
H 0.524 -3.791 -5.699
H 2.810 -3.134 -3.781
H -0.751 -4.653 -4.860
H -0.436 -4.957 -1.860
H 1.868 -4.484 -2.030
H -1.938 -5.081 -3.645
H -2.335 -2.772 -3.038
H -1.241 -0.834 -3.949
H -2.510 -2.987 -4.768
H 1.887 -2.725 -5.966
H 0.913 -0.898 -4.894
P 0.186 -0.891 0.616
P -1.599 1.731 -0.063
C -1.025 -0.967 -0.798
C -2.144 0.089 -0.720
H -1.457 -1.982 -0.805
H -0.457 -0.862 -1.737
H -2.578 0.273 -1.713
H -2.953 -0.256 -0.065
C -3.080 2.713 0.286
H -2.797 3.748 0.521
H -3.619 2.308 1.151
H -3.743 2.713 -0.596
C -0.857 2.494 -1.530
H -1.501 2.327 -2.407
H 0.132 2.061 -1.724
H -0.739 3.571 -1.364
C -0.122 -2.370 1.614
H 0.537 -2.377 2.490
H 0.076 -3.271 1.017
H -1.154 -2.384 1.983
C 1.820 -1.185 -0.114
H 2.159 -0.297 -0.662
H 1.806 -2.048 -0.802
H 2.535 -1.381 0.696
F -2.774 1.130 3.693
C -1.967 0.225 3.011
F -1.585 -0.715 3.964
F -2.854 -0.463 2.182
*
```

Output
Relative energy (zero: lowest compared OMol25 entry of this formula, charge and spin) = 0.00 kcal per mole
Kohn-Sham gap = 0.18644 Ha
E = -2809.60813 hartree
HOMO level = -13.446 eV